# 1
ORCA calculation (ωB97M-V/def2-TZVPD) on C24H36N4O as an isolated structure at a distorted geometry.

```
65
Properties=species:S:1:pos:R:3:forces:R:3:nbo_charge:R:1
C 1.78652 4.30496 0.98052 0.08 0.84 -4.11 -0.678
C 0.62172 3.50058 0.94756 -7.87 -2.14 0.39 0.049
C -0.44118 3.93864 0.10128 -2.12 -11.18 7.16 -0.194
C -1.71685 3.08561 0.12566 1.82 -0.71 0.20 -0.172
C -1.88593 1.83943 0.83820 3.69 6.03 2.54 -0.034
C -0.90795 1.60696 1.88096 0.58 7.64 -7.56 -0.159
C 0.23019 2.30235 1.97466 -1.36 5.68 -6.74 -0.209
H 1.10660 2.17915 2.35132 4.76 -1.89 3.94 0.179
H -0.99768 0.88467 2.41660 -1.43 -8.63 6.55 0.159
C -3.13143 1.13504 0.95504 1.90 3.97 4.19 -0.297
N -3.26704 0.26386 0.04513 -1.32 -11.07 -6.93 -0.484
C -3.31219 0.50372 -1.48739 7.70 -10.41 3.55 -0.176
C -1.79046 0.36602 -2.11194 -5.26 7.29 13.66 -0.067
N -1.04064 -0.58521 -1.72995 3.32 -5.78 -5.29 -0.496
C -0.94589 -0.91836 -0.46895 -0.87 -3.55 7.92 -0.223
H -0.44465 -1.85993 -0.06577 0.23 0.12 -2.06 0.195
C -2.28219 -1.21613 0.36691 -0.96 5.75 -3.14 0.045
C -3.00410 -2.43499 -0.02994 -0.37 2.60 -6.04 -0.450
H -2.99851 -2.28482 -1.25546 0.08 -1.18 2.71 0.191
H -2.32062 -3.14913 0.27012 0.97 -2.42 0.25 0.226
C -4.35720 -2.62415 0.49173 -1.35 2.51 -0.20 -0.083
O -5.43830 -1.65056 0.30853 1.71 1.34 -1.85 -0.754
H -4.93347 -0.74176 0.21669 -0.90 -2.01 0.21 0.498
H -4.73216 -3.57974 0.53790 -0.96 -2.19 -0.74 0.186
H -4.17538 -2.36387 1.43154 0.89 0.06 5.00 0.161
H -2.09116 -1.06382 1.39175 0.26 -0.10 1.36 0.185
H -0.37879 -0.26192 0.14454 0.43 1.62 0.51 0.194
C 0.26494 -0.52789 -2.48260 -1.65 -8.84 -0.27 -0.197
C 1.13797 0.29566 -1.85859 6.94 5.49 2.34 -0.199
C 2.30751 0.21235 -1.00182 -5.89 7.87 -5.98 0.161
N 2.78712 1.62017 -1.04138 -1.81 -5.89 0.04 -0.376
N 2.10180 2.36003 -1.88331 7.60 7.14 3.76 -0.247
C 1.22191 1.72910 -2.33419 -7.84 -7.93 -3.24 0.033
H 0.50875 2.03442 -3.07646 -0.03 0.65 -0.20 0.192
H 3.52341 1.74429 -0.42512 1.65 1.93 0.67 0.395
C 2.99496 -0.61072 -0.23068 0.97 -8.86 5.39 -0.308
H 4.05478 -0.57241 -0.46200 0.50 0.69 1.12 0.232
C 2.78534 -2.21317 -0.54114 -1.33 4.96 -9.30 -0.299
C 3.61116 -3.15973 0.03273 -2.79 -2.24 4.06 -0.445
C 3.09017 -3.03353 1.57689 8.10 -6.89 -1.76 -0.376
C 3.41139 -1.82212 2.19466 0.89 5.11 -5.23 -0.423
C 2.36785 -0.69535 1.44039 3.41 -8.55 -5.28 -0.312
H 2.52366 0.20296 1.62202 0.43 8.08 3.01 0.177
H 1.40137 -1.17302 1.29410 -0.08 0.69 0.37 0.206
H 2.88908 -1.65837 3.00083 -1.06 0.22 5.79 0.222
H 4.53733 -1.50652 2.00486 -2.54 -0.50 1.10 0.223
H 3.90610 -3.95407 2.11071 -2.05 2.41 -1.01 0.164
H 2.29997 -3.63924 1.60566 -4.17 -1.10 0.71 0.221
H 3.53956 -4.12406 -0.47918 -0.29 -0.11 0.70 0.225
H 4.55412 -2.86822 -0.01656 4.53 1.20 -0.01 0.192
H 3.11345 -2.22039 -1.90468 -0.68 0.10 3.26 0.134
H 1.76544 -2.49076 -0.78997 -0.32 0.04 1.06 0.212
H 0.21154 -0.44670 -3.60976 -0.61 0.14 1.42 0.237
H 0.69797 -1.78202 -2.25456 -1.19 3.54 -1.16 0.180
H -1.79502 0.62486 -2.96177 0.15 3.09 -11.91 0.147
H -1.25828 1.52121 -1.36334 -1.18 -2.29 -2.60 0.031
H -3.78873 1.27470 -1.58953 -4.75 8.74 -1.91 0.169
H -3.81928 -0.38086 -1.86429 -0.59 0.16 -0.14 0.188
H -3.31728 0.85881 1.98202 0.53 -1.40 0.67 0.199
H -3.87456 1.81197 1.00760 -3.11 3.02 -0.87 0.203
H -2.52904 3.33315 -0.57830 0.42 0.20 0.39 0.196
H -0.45648 4.68334 -0.44824 0.26 7.12 -5.20 0.171
H 1.58103 5.36403 1.02304 0.02 0.25 0.42 0.228
H 2.30366 3.91927 1.73714 3.34 -0.77 2.96 0.205
H 2.19403 4.11223 -0.06244 0.55 0.37 1.36 0.246
```
Forces are in eV/Å.

The calculation puts the lowest unoccupied orbital energy at 0.0177 Ha. The highest occupied orbital energy is -0.25600 hartree. The energy comes out at -33456.7264 eV. The value obtained for the HOMO-LUMO gap is 0.274 Ha. The calculation puts the energy relative to the best compared isomer or geometry (same formula, charge and spin) at 548.1 kcal/mol.



# 2
ORCA calculation (ωB97M-V/def2-TZVPD) on one molecule with the formula C5H5NO.

```
12
Properties=species:S:1:pos:R:3:forces:R:3:nbo_charge:R:1
O 0.83574 0.59281 0.70233 0.23 -0.22 -0.15 -0.535
C 0.48969 0.99385 -0.56734 -0.35 -0.32 0.07 0.310
C 1.96937 -0.09178 0.67159 0.35 -0.26 -0.17 0.305
C 2.88783 -0.84507 0.50916 -0.26 0.30 0.19 -0.326
C -0.95675 0.89030 -0.67132 0.25 0.30 -0.35 -0.285
C -1.42645 -0.51279 -0.31409 -0.07 -0.30 -0.02 -0.182
N -1.89607 0.62328 0.42538 0.08 0.03 0.18 -0.545
H 3.70873 -1.50562 0.35264 -0.04 0.14 0.14 0.246
H -1.37136 1.32869 -1.57279 -0.10 0.00 0.22 0.225
H -0.71515 -1.19175 0.15641 -0.11 0.20 -0.17 0.210
H -2.13339 -0.97411 -0.99970 0.09 0.16 0.12 0.212
H -1.39219 0.69219 1.30774 -0.07 -0.04 -0.06 0.366
```
Forces are in eV/Å.

The calculation puts the lowest unoccupied orbital energy at -0.0004 Ha. The highest occupied orbital energy is -0.33620 hartree. The energy comes out at -8796.7588 eV. The value obtained for the HOMO-LUMO gap is 0.336 Ha. The calculation puts the energy relative to the best compared isomer or geometry (same formula, charge and spin) at 153.6 kcal/mol.



# 3
ORCA calculation (ωB97M-V/def2-TZVPD) on CH2N2O2Si as an isolated structure at a distorted geometry.

```
8
Properties=species:S:1:pos:R:3:forces:R:3:nbo_charge:R:1
C -1.13406 -1.13361 0.63779 0.76 0.64 0.49 -0.216
N -1.22459 -2.26072 0.83377 -0.30 -0.38 0.20 -0.216
N 1.37324 0.46854 -0.13750 -1.07 0.16 0.25 0.279
O 1.50660 0.49854 1.09621 -0.02 -0.10 0.01 -0.420
O 2.25861 0.57902 -0.93263 -0.29 -0.21 -0.07 -0.304
Si -0.56445 0.45734 -0.06497 0.10 -2.89 -3.79 1.140
H -0.72852 1.75662 0.44547 -0.64 0.94 0.48 -0.132
H -1.48683 -0.36571 -1.87813 1.46 1.84 2.41 -0.130
```
Forces are in eV/Å.

The calculation puts the lowest unoccupied orbital energy (spin up / spin down) at -0.0343 / -0.0343 Ha. The highest occupied orbital energy (spin up / spin down) is -0.38706 / -0.38704 hartree. The energy comes out at -16016.2839 eV. The value obtained for the HOMO-LUMO gap (spin up / spin down) is 0.353 / 0.353 Ha. The calculation puts the energy relative to the best compared isomer or geometry (same formula, charge and spin) at 71.0 kcal/mol.



# 4
ORCA calculation (ωB97M-V/def2-TZVPD) on a 2-piece molecular cluster, C5H14N2O2 overall at a distorted geometry.

```
23
Properties=species:S:1:pos:R:3:forces:R:3:nbo_charge:R:1
C 1.67006 0.57407 0.35326 0.35 -1.50 -0.10 -0.686
C 1.69489 1.70521 -0.67320 -0.26 -0.21 -0.01 -0.632
N -2.66274 0.65759 -0.50390 0.06 -0.11 0.11 -0.529
O -1.92653 -0.55408 -0.36224 0.92 0.85 0.68 -0.259
H -2.63021 0.87801 -1.49626 0.02 -0.09 0.06 0.352
H -3.62157 0.41690 -0.26471 0.10 -0.04 -0.03 0.352
H 2.59906 0.00356 0.30044 0.05 0.08 0.03 0.216
H 1.62236 0.94798 1.38195 -0.18 -0.01 0.04 0.190
H 2.52043 2.40437 -0.50143 -0.09 -0.02 0.05 0.211
H 1.81704 1.32020 -1.68908 -0.01 -0.01 0.04 0.201
H 0.76504 2.28407 -0.66093 0.03 0.12 -0.05 0.185
C -1.19407 -0.44832 1.92524 0.01 -0.03 -0.29 -0.438
C 0.63852 -1.38782 -1.36778 -0.31 -0.04 0.04 -0.708
N -0.79243 -0.29454 0.52771 0.20 0.61 -0.60 -0.263
C 0.60842 -1.20138 0.12536 0.98 1.53 0.08 0.654
O 0.87960 -2.05837 0.93062 0.04 -0.16 0.29 -0.677
H -0.12991 0.57510 0.38644 -1.94 -1.09 -0.30 0.479
H -1.51217 -1.47674 2.08239 0.02 0.04 0.03 0.229
H -1.99004 0.26084 2.14981 0.01 -0.04 0.00 0.210
H -0.32182 -0.24463 2.54172 0.01 -0.03 -0.02 0.238
H 1.66557 -1.59265 -1.66531 0.02 0.09 0.08 0.237
H 0.26805 -0.51198 -1.89284 0.02 0.02 -0.10 0.211
H 0.03246 -2.25741 -1.62724 -0.04 0.03 -0.04 0.228
```
Forces are in eV/Å.

The calculation puts the lowest unoccupied orbital energy at 0.0256 Ha. The highest occupied orbital energy is -0.27621 hartree. The energy comes out at -12481.2902 eV. The value obtained for the HOMO-LUMO gap is 0.302 Ha. The calculation puts the energy relative to the best compared isomer or geometry (same formula, charge and spin) at 162.3 kcal/mol.



# 5
ORCA calculation (ωB97M-V/def2-TZVPD) on one molecule with the formula C5H8N2.

```
15
Properties=species:S:1:pos:R:3:forces:R:3:nbo_charge:R:1
C -0.14260 -0.10803 -2.34809 -0.04 -0.02 -0.12 -0.398
N -0.01877 0.11398 -0.92211 0.17 0.17 0.13 -0.269
C 0.75008 1.03255 -0.37083 -0.09 -0.13 0.03 0.155
N 0.70656 0.84194 0.97038 -0.03 0.04 0.01 -0.537
C -0.14879 -0.23538 1.32217 0.02 0.08 -0.21 0.150
C -0.37007 -0.60417 2.61585 -0.03 -0.10 0.10 -0.729
C -0.60231 -0.68061 0.04643 0.01 -0.10 0.14 -0.258
H -1.19941 -0.11781 -2.62473 0.13 0.00 0.03 0.216
H 0.36852 0.69076 -2.88967 -0.08 -0.11 0.11 0.212
H 0.30942 -1.06879 -2.61010 -0.08 0.13 0.02 0.214
H 1.30293 1.79260 -0.89846 -0.05 -0.13 0.06 0.211
H 0.31211 -0.29192 3.39830 -0.18 0.16 -0.07 0.192
H 1.03444 1.50167 1.65492 0.07 -0.07 -0.12 0.418
H -1.16215 -1.29193 2.87742 0.17 -0.07 -0.13 0.206
H -1.13995 -1.57484 -0.22148 0.02 0.16 0.02 0.216
```
Forces are in eV/Å.

The calculation puts the lowest unoccupied orbital energy at 0.0269 Ha. The highest occupied orbital energy is -0.20416 hartree. The energy comes out at -8292.7133 eV. The value obtained for the HOMO-LUMO gap is 0.231 Ha. The calculation puts the energy relative to the best compared isomer or geometry (same formula, charge and spin) at 52.6 kcal/mol.



# 6
ORCA calculation (ωB97M-V/def2-TZVPD) on one molecule with the formula C6H9N at a distorted geometry.

```
16
Properties=species:S:1:pos:R:3:forces:R:3:nbo_charge:R:1
C -2.54769 -0.38448 0.12647 -0.48 -0.02 0.03 -0.637
C -1.13111 0.07670 0.12882 -0.36 1.08 0.17 0.128
C -0.62085 1.36871 0.20264 -0.53 -0.45 -0.08 -0.262
C 0.77261 1.30033 0.01600 0.31 -0.65 -0.23 -0.272
C 1.10353 -0.04218 -0.13763 -0.34 0.97 1.51 0.028
C 2.42582 -0.72630 -0.04235 0.21 -0.26 0.03 -0.632
N -0.13414 -0.83448 0.02994 2.61 -0.09 -1.98 -0.535
H -2.66128 -1.37374 0.57444 0.19 0.07 0.01 0.226
H -3.19299 0.29823 0.68134 0.08 0.06 -0.01 0.220
H -2.96363 -0.45207 -0.88433 0.13 0.04 -0.01 0.216
H -1.21540 2.26727 0.34575 0.16 -0.19 -0.03 0.219
H 1.47278 2.13084 0.01577 -0.15 -0.21 -0.05 0.224
H 2.44994 -1.65668 -0.61158 -0.04 0.00 -0.02 0.218
H 3.24654 -0.10451 -0.40033 -0.17 0.12 -0.07 0.225
H 2.65258 -0.98772 0.99291 -0.06 0.01 0.05 0.222
H 0.34330 -0.87991 -1.03784 -1.55 -0.48 0.68 0.414
```
Forces are in eV/Å.

The calculation puts the lowest unoccupied orbital energy at 0.0375 Ha. The highest occupied orbital energy is -0.30322 hartree. The energy comes out at -7856.2337 eV. The value obtained for the HOMO-LUMO gap is 0.341 Ha. The calculation puts the energy relative to the best compared isomer or geometry (same formula, charge and spin) at 44.4 kcal/mol.